14
Properties=species:S:1:pos:R:3 method="wB97M-V/def2-TZVPD" de_lowest_kj_mol=251.7 multiplicity=1 homo_lumo_gap_ha=0.41819
O 1.71086 1.61577 1.07663
C 1.27975 1.69991 -0.09515
O 0.82411 0.69054 -0.95467
C 0.86983 -0.59299 -0.35786
C -0.13854 -0.93722 0.69354
O -1.37800 -1.41108 0.17902
C -2.08787 -0.38446 -0.37546
O -1.96707 0.87240 -0.13903
H 0.98107 2.64679 -0.54672
H 0.84294 -1.41905 -1.07293
H 1.95775 -0.58777 0.06630
H 0.44968 -1.63432 1.33216
H -0.42291 0.06035 1.24557
H -2.92160 -0.61887 -1.05144

28
Properties=species:S:1:pos:R:3 method="wB97M-V/def2-TZVPD" de_lowest_kj_mol=204.3 multiplicity=1 homo_lumo_gap_ha=0.32432
C 2.63105 0.35075 0.19658
C 1.47193 0.19399 0.83485
C 1.10286 -1.09692 1.50184
N 0.47413 1.16338 0.88451
C 0.76802 2.51154 0.44895
N -0.41134 1.05168 1.97237
H 3.32113 -0.46961 0.12357
H 2.93661 1.26429 -0.27826
H 0.10216 -1.39557 1.20090
H 1.81343 -1.87345 1.23587
H 1.10173 -0.97351 2.58324
H -0.15653 3.09182 0.46563
H 1.13954 2.49022 -0.57386
H 1.51125 3.01216 1.08523
H -0.12762 1.64674 2.75325
H -1.34428 1.32442 1.67516
C -2.23599 -1.85784 -0.38528
C -1.48832 -1.14487 -1.21128
C -1.81908 0.26879 -1.57994
C -0.23859 -1.68168 -1.83820
H -1.98733 -2.87263 -0.12315
H -3.12945 -1.45853 0.06483
H -2.74383 0.59288 -1.10925
H -1.00991 0.92537 -1.26511
H -1.92475 0.36315 -2.66038
H -0.06211 -2.71247 -1.54319
H 0.61652 -1.07872 -1.53435
H -0.31123 -1.63539 -2.92454